Entry 1:
The following is a quantum chemistry calculation of a molecular structure, C18H45F10Li3N5O32P3S10 at a distorted geometry, from the OMol25 dataset.

energy: -256383.070 eV
LUMO level: 2.37 eV
HOMO: -6.27 eV

Structure (ORCA input):
```
! RIJCOSX wB97M-V def2-TZVPD def2/J DEFGRID3
* xyz -2 1
Li -1.74 -0.35 -3.00
Li 2.39 -2.56 -0.85
Li 0.70 -2.07 -2.52
N 1.38 -0.90 -1.07
S 0.03 -0.49 -0.09
O -1.12 -0.15 -0.94
O 0.31 0.24 1.14
F -0.25 -2.08 0.27
S 2.02 0.52 -1.07
O 3.08 0.70 -0.09
O 1.23 1.64 -1.61
F 2.99 0.07 -2.30
N 1.64 -3.77 -2.25
S 2.40 -4.57 -3.61
O 1.53 -4.78 -4.77
O 3.48 -5.46 -3.33
F 3.17 -3.18 -4.09
S 0.98 -5.16 -1.91
O 1.79 -6.08 -1.09
O -0.09 -5.77 -2.74
F 0.02 -4.56 -0.77
N 6.36 -1.67 0.88
S 5.38 -0.69 1.82
O 4.11 -1.29 2.15
O 5.66 0.74 1.88
F 6.13 -1.07 3.20
S 5.63 -1.20 -0.42
O 5.92 0.08 -1.01
O 4.32 -1.83 -0.66
F 6.55 -2.06 -1.43
N -0.29 -1.11 -3.96
S 0.38 -0.37 -5.16
O -0.56 0.33 -6.05
O 1.66 -0.86 -5.67
F 0.89 0.79 -4.18
S -0.99 -2.30 -5.02
O -0.25 -2.80 -6.17
O -2.40 -2.19 -5.20
F -0.87 -3.44 -3.91
N -3.64 -0.82 -2.79
S -4.53 0.14 -2.02
O -3.98 0.72 -0.80
O -5.96 0.00 -2.20
F -4.21 1.27 -3.04
S -3.90 -2.11 -1.61
O -5.04 -2.96 -1.88
O -3.51 -1.91 -0.21
F -2.78 -3.04 -2.16
C -0.65 3.78 0.43
C -1.86 3.45 -0.43
O -1.86 4.09 -1.65
P -1.44 3.45 -3.09
O -1.55 1.96 -3.22
O 0.07 4.15 -3.37
C 0.59 4.03 -4.70
C 2.18 3.93 -4.71
O -2.31 4.27 -4.23
C -2.44 5.61 -4.09
C -3.14 6.12 -5.29
H -0.52 4.86 0.44
H -0.82 3.41 1.44
H 0.30 3.48 -0.02
H -1.88 2.38 -0.64
H -2.72 3.82 0.13
H 0.25 3.09 -5.14
H 0.23 4.81 -5.38
H 2.62 3.91 -5.71
H 2.61 4.80 -4.21
H 2.41 3.04 -4.13
H -2.93 5.91 -3.16
H -1.43 6.02 -4.16
H -3.17 7.20 -5.39
H -2.46 5.83 -6.09
H -4.13 5.68 -5.43
C -4.46 -6.23 -0.26
C -3.51 -5.60 0.86
O -3.17 -6.60 1.76
P -1.82 -6.45 2.64
O -1.78 -7.49 3.71
O -0.59 -6.52 1.58
C -0.10 -7.77 1.09
C -0.99 -8.28 -0.10
O -1.95 -4.95 3.06
C -0.88 -4.32 3.73
C 0.30 -4.08 2.76
H -5.31 -6.76 0.16
H -4.67 -5.55 -1.08
H -3.90 -6.94 -0.87
H -2.61 -5.24 0.36
H -4.10 -4.85 1.39
H 0.85 -7.47 0.65
H 0.01 -8.55 1.85
H -1.39 -7.43 -0.65
H -0.34 -8.81 -0.80
H -1.77 -8.95 0.26
H -1.38 -3.45 4.16
H -0.47 -4.90 4.55
H 1.02 -3.28 2.96
H 0.90 -4.98 2.62
H -0.12 -4.02 1.76
C -2.14 5.86 4.95
C -0.76 5.82 4.30
O 0.20 5.25 5.17
P 1.83 5.42 5.04
O 2.30 6.80 4.87
O 2.39 4.62 6.29
C 3.20 5.29 7.20
C 2.36 6.03 8.25
O 2.08 4.43 3.73
C 1.39 3.17 3.66
C 2.40 2.14 3.12
H -2.31 4.95 5.53
H -2.20 6.73 5.61
H -3.00 6.02 4.30
H -0.75 5.25 3.37
H -0.36 6.79 4.02
H 3.68 4.41 7.63
H 4.06 5.81 6.77
H 1.59 5.34 8.57
H 2.84 6.30 9.19
H 1.90 6.89 7.75
H 1.12 2.76 4.64
H 0.49 3.14 3.04
H 3.35 2.13 3.64
H 1.96 1.16 3.28
H 2.64 2.28 2.06
*
```

---

Entry 2:
The following is a quantum chemistry calculation of 4 unconnected molecules or ions with the total composition C18H45IN3O6 at a distorted geometry, from the OMol25 dataset.

energy: -44247.756 eV
LUMO level: 2.83 eV
HOMO: -4.49 eV

Structure (ORCA input):
```
! RIJCOSX wB97M-V def2-TZVPD def2/J DEFGRID3
* xyz -1 1
I -2.44 0.85 1.41
C 1.11 6.10 0.42
O -0.02 5.92 -0.39
C -0.42 4.56 -0.44
C -1.77 4.50 -1.26
N -2.08 3.10 -1.59
C -3.23 3.04 -2.45
C -3.63 1.56 -2.74
O -4.78 1.69 -3.51
C -5.36 0.38 -3.80
H 2.03 5.63 0.07
H 1.07 5.65 1.42
H 1.20 7.19 0.40
H -0.50 4.26 0.60
H 0.33 3.98 -0.96
H -1.58 5.07 -2.17
H -2.50 4.90 -0.56
H -2.40 2.73 -0.71
H -2.96 3.43 -3.43
H -4.03 3.63 -2.00
H -3.75 0.95 -1.84
H -2.78 1.10 -3.26
H -6.28 0.57 -4.35
H -5.70 -0.18 -2.93
H -4.79 -0.23 -4.50
C 4.19 -2.09 2.90
O 2.95 -1.75 2.45
C 2.02 -1.45 3.57
C 0.69 -0.72 3.10
N 0.18 -1.42 1.99
C -0.44 -2.69 2.24
C 0.49 -3.85 2.31
O 1.31 -3.69 1.14
C 2.25 -4.81 0.99
H 4.66 -2.38 1.96
H 4.26 -2.94 3.58
H 4.58 -1.23 3.46
H 2.52 -0.63 4.09
H 1.79 -2.30 4.21
H 0.98 0.27 2.75
H -0.04 -0.55 3.89
H -0.63 -0.90 1.68
H -1.21 -2.83 1.48
H -1.05 -2.78 3.15
H 0.01 -4.83 2.21
H 1.10 -3.96 3.20
H 3.00 -4.80 1.78
H 2.74 -4.84 0.02
H 1.72 -5.76 1.08
C 3.24 1.18 1.49
O 2.32 0.54 0.62
C 1.42 1.50 0.02
C 0.77 0.90 -1.24
N 0.05 -0.28 -0.83
C -0.47 -0.93 -2.06
C -0.88 -2.39 -1.88
O 0.22 -3.07 -1.37
C 0.12 -4.45 -1.74
H 3.82 0.62 2.23
H 2.62 1.85 2.09
H 4.01 1.70 0.92
H 2.00 2.29 -0.46
H 0.72 2.00 0.69
H 1.65 0.71 -1.85
H 0.11 1.54 -1.83
H -0.81 -0.01 -0.38
H 0.28 -0.93 -2.86
H -1.32 -0.37 -2.45
H -1.24 -2.88 -2.79
H -1.69 -2.37 -1.15
H -0.77 -5.01 -1.44
H 0.99 -5.09 -1.57
H 0.02 -4.52 -2.83
*
```

---

Entry 3:
The following is a quantum chemistry calculation of a molecular structure, C18H45N5O6Si2 at a distorted geometry, from the OMol25 dataset.

energy: -54888.468 eV
LUMO level: 0.41 eV
HOMO: -9.07 eV

Structure (ORCA input):
```
! RIJCOSX wB97M-V def2-TZVPD def2/J DEFGRID3
* xyz 0 1
C -1.43 0.10 0.00
C -1.79 0.99 -1.16
O -2.51 1.92 -1.01
N -1.22 0.60 -2.38
C -1.89 1.14 -3.57
C -1.12 2.23 -4.29
C 0.03 1.68 -5.14
C 0.23 2.45 -6.45
Si 1.28 3.99 -6.22
O 0.83 5.09 -7.40
Si 1.30 6.67 -7.17
H -2.30 -0.16 0.59
H -0.76 0.67 0.63
H -0.95 -0.81 -0.32
H -0.22 0.74 -2.40
H -1.98 0.32 -4.27
H -2.90 1.48 -3.36
H -0.79 3.03 -3.62
H -1.82 2.69 -4.98
H -0.22 0.66 -5.40
H 0.95 1.62 -4.57
H 0.75 1.81 -7.16
H -0.71 2.79 -6.89
H 1.17 4.53 -4.85
H 2.71 3.66 -6.43
H 1.65 7.23 -8.50
H 2.50 6.78 -6.31
H 0.22 7.51 -6.63
C -0.28 -2.79 2.24
O -0.92 -2.47 1.25
N 0.90 -3.42 2.21
C 1.62 -3.76 3.43
C 1.48 -3.76 0.93
H -0.63 -2.57 3.26
H 2.58 -3.26 3.43
H 1.76 -4.84 3.48
H 1.06 -3.43 4.29
H 1.63 -2.86 0.33
H 0.81 -4.42 0.38
H 2.44 -4.26 1.07
C 1.68 -0.05 4.84
O 2.00 -1.20 4.58
N 1.54 0.93 3.94
C 1.16 2.28 4.31
C 1.78 0.61 2.54
H 1.48 0.28 5.87
H 0.23 2.55 3.81
H 1.95 2.97 4.00
H 1.01 2.35 5.38
H 1.10 -0.17 2.21
H 2.80 0.26 2.41
H 1.63 1.51 1.93
C 0.06 -2.83 -5.35
O -0.73 -2.02 -5.81
N 0.07 -3.24 -4.07
C 1.03 -4.20 -3.57
C -0.93 -2.69 -3.15
H 0.85 -3.30 -5.96
H 0.52 -5.08 -3.18
H 1.62 -3.75 -2.77
H 1.70 -4.51 -4.37
H -1.93 -2.93 -3.52
H -0.83 -1.61 -3.11
H -0.79 -3.11 -2.16
C -1.62 0.71 6.71
O -1.24 1.86 6.83
N -1.85 -0.14 7.72
C -2.29 -1.50 7.50
C -1.65 0.34 9.08
H -1.80 0.26 5.71
H -3.25 -1.66 7.99
H -1.56 -2.20 7.92
H -2.39 -1.70 6.44
H -2.30 1.19 9.28
H -0.61 0.66 9.22
H -1.87 -0.46 9.79
*
```

---

Entry 4:
The following is a quantum chemistry calculation of a molecular structure, C18H45O15P3 at a distorted geometry, from the OMol25 dataset.

energy: -77937.477 eV
LUMO level: -0.04 eV
HOMO: -6.24 eV

Structure (ORCA input):
```
! RIJCOSX wB97M-V def2-TZVPD def2/J DEFGRID3
* xyz 0 1
C -2.20 -0.83 -3.37
C -1.40 -0.44 -2.15
O -0.22 -0.72 -2.09
C -1.99 0.45 -1.09
H -1.90 -0.20 -4.18
H -3.27 -0.65 -3.37
H -2.23 -1.92 -3.52
H -2.91 1.00 -1.32
H -1.25 1.31 -0.89
H -2.18 -0.27 -0.25
C 1.62 -1.44 -1.21
C 1.13 -2.53 -2.18
O 1.98 -3.23 -2.78
C -0.44 -2.60 -2.52
H 2.55 -1.88 -0.88
H 0.93 -1.27 -0.24
H 1.63 -0.66 -1.65
H -0.85 -2.85 -1.69
H -0.77 -3.52 -3.09
H -0.99 -1.79 -3.15
C 0.26 -2.82 1.06
C 1.59 -2.89 0.49
O 2.11 -3.91 0.02
C 2.40 -1.57 0.31
H -0.53 -2.36 0.62
H 0.13 -2.27 1.95
H -0.07 -3.85 1.29
H 3.25 -1.63 -0.33
H 2.78 -1.08 1.22
H 1.65 -1.03 -0.07
C 1.98 1.14 -4.88
O 2.44 2.36 -4.44
P 1.70 3.18 -3.28
O 0.43 3.67 -3.94
O 1.21 2.14 -2.09
C -0.16 1.60 -2.21
O 2.64 4.34 -2.72
C 3.09 5.33 -3.71
H 1.26 1.10 -5.66
H 1.72 0.59 -4.12
H 2.95 0.65 -5.22
H -0.55 1.52 -3.29
H -0.69 2.25 -1.66
H -0.14 0.56 -1.53
H 3.85 4.87 -4.20
H 3.39 6.28 -3.06
H 2.31 5.40 -4.20
C -1.33 -2.28 1.93
O -1.42 -2.51 3.39
P -2.46 -1.75 4.25
O -2.44 -0.30 3.91
O -3.95 -2.39 3.88
C -4.66 -3.32 4.69
O -2.15 -1.90 5.77
C -1.01 -1.32 6.33
H -0.64 -2.93 1.56
H -1.01 -1.14 1.82
H -2.43 -2.41 1.53
H -4.94 -2.84 5.61
H -4.12 -4.15 4.88
H -5.55 -3.60 4.13
H -0.50 -2.05 7.01
H -1.03 -0.20 6.72
H -0.16 -1.15 5.68
C 2.67 0.36 2.09
O 2.49 1.37 0.98
P 1.18 2.38 1.12
O 1.11 2.82 2.56
O 1.38 3.65 0.18
C 0.26 4.43 0.05
O -0.08 1.55 0.73
C -1.17 1.37 1.55
H 1.96 -0.39 2.10
H 2.79 0.97 3.11
H 3.74 0.01 1.92
H -0.24 4.42 1.03
H -0.41 4.03 -0.58
H 0.36 5.47 -0.01
H -1.61 2.40 1.64
H -0.79 1.05 2.67
H -2.04 0.81 1.03
*
```

---

Entry 5:
The following is a quantum chemistry calculation of 8 unconnected molecules or ions with the total composition C18H46BF4N2O11 at a distorted geometry, from the OMol25 dataset.

energy: -56464.074 eV
expectation value of S²: 0.75
LUMO level (spin up / spin down): 3.90 / 3.90 eV
HOMO (spin up / spin down): 2.22 / -1.19 eV

Structure (ORCA input):
```
! RIJCOSX wB97M-V def2-TZVPD def2/J DEFGRID3
* xyz -2 2
N -1.54 -2.55 -2.26
H -0.79 -2.08 -2.73
H -1.69 -1.99 -1.43
H -1.26 -3.49 -2.03
H -2.41 -2.69 -2.76
N 0.41 -0.12 0.79
H -0.48 -0.46 0.45
H 0.10 0.50 1.52
H 0.88 0.31 0.00
H 0.99 -0.81 1.25
C 3.53 2.66 -0.68
C 3.31 1.13 -0.71
C 3.67 0.45 0.59
O 2.08 0.67 -1.22
H 4.55 2.94 -0.41
H 2.90 3.15 0.06
H 3.33 3.14 -1.63
H 3.98 0.73 -1.48
H 3.77 -0.62 0.40
H 2.95 0.64 1.39
H 4.59 0.89 0.97
C -4.40 -1.48 0.43
C -3.21 -0.47 0.61
C -3.01 -0.49 2.10
O -2.06 -0.75 -0.14
H -4.67 -1.61 -0.62
H -5.28 -1.17 0.98
H -4.23 -2.48 0.84
H -3.60 0.51 0.36
H -3.99 -0.27 2.51
H -2.36 0.34 2.39
H -2.71 -1.48 2.46
B 2.22 -2.33 2.72
F 2.12 -3.19 3.75
F 2.86 -2.97 1.64
F 0.95 -1.93 2.41
F 3.00 -1.23 3.16
C 1.79 5.31 -3.85
C 0.84 4.70 -4.83
O -0.28 4.15 -4.23
C -0.24 3.03 -3.54
O 0.71 2.24 -3.57
O -1.44 2.86 -2.85
C -1.87 1.56 -2.55
H 2.57 5.93 -4.28
H 2.15 4.61 -3.10
H 1.26 6.08 -3.29
H 1.37 4.00 -5.48
H 0.53 5.52 -5.47
H -1.11 1.04 -1.96
H -2.06 0.96 -3.44
H -2.77 1.55 -1.93
C 1.47 5.12 4.32
C 0.26 4.30 4.96
O 0.30 2.93 4.54
C -0.15 2.52 3.32
O -0.04 1.40 2.92
O -0.66 3.49 2.62
C -1.27 3.26 1.39
H 1.55 5.10 3.24
H 2.42 4.69 4.64
H 1.60 6.15 4.68
H -0.69 4.78 4.71
H 0.43 4.29 6.04
H -2.19 2.72 1.62
H -0.63 2.68 0.73
H -1.45 4.19 0.85
C 0.72 -7.59 -2.32
C -0.70 -7.79 -1.77
O -0.93 -7.09 -0.54
C -0.94 -5.76 -0.43
O -0.96 -5.00 -1.41
O -1.01 -5.43 0.86
C -1.02 -4.05 1.19
H 1.06 -6.57 -2.49
H 0.96 -8.24 -3.16
H 1.42 -7.92 -1.54
H -0.99 -8.84 -1.70
H -1.35 -7.33 -2.52
H -1.24 -3.99 2.26
H -1.82 -3.47 0.74
H -0.13 -3.47 0.94
*
```